Entry from OMol25: a 2-piece molecular cluster, C2H3ClF2O overall at a distorted geometry (ωB97M-V/def2-TZVPD).

## Properties
- Charge: 0
- E_HOMO: -8.9 eV
- ΔE to the lowest compared entry with this formula, charge and spin: 73.3 kcal per mole
- Strongest force on any atom: 6.47 eV/Å
- HOMO-LUMO gap: 9.50 eV
- LUMO level: 0.63 eV

CARTESIAN COORDINATES (ANGSTROEM)
1 C -0.659 0.109 0.342
2 C 1.342 0.004 -0.189
3 O -1.473 -0.729 0.965
4 F 1.304 1.360 -0.599
5 F 1.581 -0.748 -1.229
6 Cl -1.083 0.427 -1.436
7 H -0.659 1.118 0.973
8 H 1.512 -0.170 0.917
9 H -1.865 -1.372 0.255

Here are the natural (NBO) charges for atoms 1 to 6, given in e: number 1, C, carries 0.0610; number 2, C, carries 0.5312; number 3, O, carries -0.6841; number 4, F, carries -0.3587; number 5, F, carries -0.2919; number 6, Cl, carries -0.1383